DFT (wB97M-V/def2-TZVPD) results for a structure of composition C27H17BaF12N2O2S.

Properties
LUMO level	2.12	eV
electronic energy	-79491.836	eV
molar mass	798.82	g mol⁻¹
HOMO	-3.5648	eV
Kohn-Sham gap	5.681	eV

```
! RIJCOSX wB97M-V def2-TZVPD def2/J DEFGRID3
* xyz -1 1
Ba 0.505 1.076 -1.591
C 4.761 -2.497 3.368
C 3.667 -1.682 2.746
C 2.321 -1.783 3.314
C 1.287 -1.315 2.623
C 1.478 -0.657 1.309
N 0.577 -0.768 0.404
C -0.367 -1.821 0.502
C 0.196 -3.094 0.666
C -0.578 -4.229 0.782
C -1.962 -4.130 0.746
C -2.845 -5.342 0.876
C -2.516 -2.877 0.524
C -1.764 -1.715 0.342
C -2.449 -0.393 -0.073
O -1.813 0.250 -1.060
C -2.555 0.517 1.190
F -1.339 0.942 1.557
F -3.082 -0.124 2.258
F -3.307 1.608 0.982
C -3.905 -0.638 -0.598
F -4.806 -1.023 0.340
F -4.411 0.474 -1.152
F -3.920 -1.577 -1.561
C 2.826 0.114 1.195
C 3.886 -0.850 1.729
C 3.195 0.757 -0.213
O 2.706 -0.027 -1.218
C 2.930 2.338 -0.136
F 2.751 1.107 2.195
F 2.635 2.720 -1.527
F 1.541 2.478 0.392
C 4.742 0.789 -0.437
F 5.265 -0.436 -0.701
F 5.052 1.539 -1.508
F 5.469 1.275 0.598
H 4.492 -3.556 3.393
H 4.933 -2.181 4.401
H 5.695 -2.390 2.819
H 2.183 -2.260 4.278
H 0.267 -1.398 2.979
H 1.275 -3.171 0.687
H -0.099 -5.194 0.910
H -2.356 -6.125 1.456
H -3.086 -5.759 -0.105
H -3.787 -5.092 1.365
H -3.594 -2.824 0.478
H 4.889 -0.756 1.352
S -0.151 5.977 -2.312
C -0.039 4.733 -1.105
N -0.834 3.735 -1.247
C -1.617 3.878 -2.385
C -2.587 2.959 -2.795
C -3.315 3.251 -3.931
C -3.095 4.436 -4.646
C -2.142 5.352 -4.244
C -1.397 5.062 -3.104
H 0.683 4.793 -0.301
H -2.739 2.055 -2.212
H -4.076 2.560 -4.270
H -3.690 4.641 -5.527
H -1.987 6.268 -4.798
*
```

These are the Löwdin partial charges, in e, on atoms 1 to 2:
1. Ba 2.078
2. C -0.056



DFT (wB97M-V/def2-TZVPD) results for a structure of composition C27H18Cl2MnN5O5.

Properties
LUMO level (alpha / beta)	1.86 / 1.80	eV
electronic energy	-102351.358	eV
molar mass	618.32	g mol⁻¹
HOMO (alpha / beta)	-5.3580 / -5.4583	eV
Kohn-Sham gap (alpha / beta)	7.222 / 7.261	eV
relative energy (zero: lowest compared OMol25 entry of this formula, charge and spin)	2.4	kcal per mole

```
! RIJCOSX wB97M-V def2-TZVPD def2/J DEFGRID3
* xyz -1 6
Mn 0.255 0.181 -0.459
O -1.416 -4.735 4.477
C -0.484 -3.913 4.609
O 0.371 -3.746 5.508
C -0.398 -2.871 3.461
C 0.450 -1.776 3.571
C 0.492 -0.857 2.538
N -0.230 -1.016 1.433
C -1.093 -2.018 1.341
C -1.202 -2.975 2.338
C -1.963 -1.946 0.126
C -2.768 -2.990 -0.294
C -3.547 -2.815 -1.428
C -3.499 -1.609 -2.102
C -2.654 -0.622 -1.622
N -1.910 -0.784 -0.532
C 1.223 0.444 2.603
C 2.226 0.708 3.528
C 2.761 1.983 3.588
C 2.276 2.959 2.731
C 1.303 2.596 1.816
N 0.798 1.368 1.739
H 1.028 -1.674 4.483
H -1.914 -3.794 2.297
H -2.769 -3.930 0.245
H -4.170 -3.623 -1.790
H -4.080 -1.441 -3.000
H -2.539 0.329 -2.133
H 2.568 -0.073 4.195
H 3.542 2.217 4.299
H 2.656 3.974 2.756
H 0.911 3.313 1.101
N 2.024 -1.481 -0.087
C 1.523 -2.665 -0.816
C 0.774 -2.274 -2.102
O 0.514 -3.166 -2.907
O 0.422 -1.040 -2.139
H 2.790 -1.077 -0.606
H 2.377 -1.745 0.824
H 0.811 -3.192 -0.176
H 2.304 -3.370 -1.086
Cl -1.549 3.766 -3.508
C 0.118 3.597 -3.050
C 1.075 4.426 -3.649
C 2.395 4.349 -3.303
Cl 3.545 5.436 -4.050
C 2.826 3.408 -2.345
C 4.157 3.260 -1.899
C 4.457 2.311 -0.964
C 3.431 1.481 -0.479
N 2.187 1.591 -0.870
C 1.857 2.550 -1.769
C 0.440 2.653 -2.071
O -0.417 1.937 -1.453
H 0.758 5.149 -4.391
H 4.924 3.908 -2.301
H 5.469 2.182 -0.597
H 3.642 0.710 0.260
*
```

These are the Löwdin partial charges, in e, on atoms 1 to 2:
1. Mn 0.894
2. O -0.048



DFT (wB97M-V/def2-TZVPD) results for a structure of composition C27H18Cl5NO8RuS2.

Properties
LUMO level (alpha / beta)	-1.49 / -3.13	eV
electronic energy	-133024.602	eV
molar mass	826.91	g mol⁻¹
HOMO (alpha / beta)	-7.9119 / -7.9153	eV
Kohn-Sham gap (alpha / beta)	6.418 / 4.784	eV
relative energy (zero: lowest compared OMol25 entry of this formula, charge and spin)	0.0	kcal per mole

```
! RIJCOSX wB97M-V def2-TZVPD def2/J DEFGRID3
* xyz 0 5
Ru -1.442 0.020 0.180
O -2.930 0.577 -3.542
S -2.956 0.391 -2.133
O -2.395 -0.897 -1.640
O -2.237 1.415 -1.318
C -4.659 0.506 -1.607
C -5.575 0.691 -2.629
C -6.926 0.855 -2.349
C -7.366 0.837 -1.043
C -6.458 0.645 -0.008
C -5.110 0.480 -0.274
S -4.081 0.212 1.160
O -4.936 0.088 2.291
O -3.275 -1.008 0.829
O -3.079 1.300 1.212
H -5.215 0.713 -3.647
H -7.626 0.999 -3.161
H -8.416 0.968 -0.816
H -6.788 0.612 1.020
C 4.089 -3.371 0.558
C 3.592 -1.984 0.859
C 3.102 -1.686 2.127
C 2.695 -0.398 2.438
C 2.804 0.610 1.498
C 3.275 0.321 0.216
N 3.442 1.349 -0.726
C 2.804 2.585 -0.714
C 3.526 3.740 -1.020
C 2.919 4.983 -1.004
C 1.585 5.114 -0.640
C 0.859 3.978 -0.328
C 1.449 2.720 -0.400
C 0.569 1.548 -0.228
O -0.212 1.510 0.809
O 0.472 0.629 -1.054
C 3.643 -0.988 -0.124
C 4.107 -1.315 -1.518
H 3.936 -4.032 1.411
H 5.156 -3.361 0.327
H 3.582 -3.810 -0.303
H 3.060 -2.467 2.878
H 2.322 -0.168 3.428
H 2.544 1.627 1.759
H 4.200 1.253 -1.377
H 4.581 3.648 -1.250
H 3.503 5.861 -1.249
H 1.115 6.087 -0.604
H -0.187 4.046 -0.059
H 3.702 -0.612 -2.245
H 3.769 -2.307 -1.816
H 5.198 -1.311 -1.604
Cl 0.221 -2.407 -1.609
C 0.048 -2.603 0.080
C -0.489 -1.590 0.876
C -0.568 -1.765 2.256
Cl -1.235 -0.488 3.197
C -0.129 -2.932 2.861
Cl -0.194 -3.103 4.565
C 0.355 -3.963 2.055
Cl 0.880 -5.423 2.781
C 0.427 -3.808 0.671
Cl 0.953 -5.121 -0.305
*
```

These are the Löwdin partial charges, in e, on atoms 1 to 2:
1. Ru 1.692
2. O -0.241



DFT (wB97M-V/def2-TZVPD) results for a structure of composition C27H18Cl69O7P at a distorted geometry.

Properties
LUMO level	-0.54	eV
electronic energy	-915942.495	eV
molar mass	2931.66	g mol⁻¹
HOMO	-9.1499	eV
Kohn-Sham gap	8.611	eV

```
! RIJCOSX wB97M-V def2-TZVPD def2/J DEFGRID3
* xyz 0 1
C 6.373 -1.411 1.655
C 6.840 -0.049 2.506
O 7.647 0.816 1.859
O 6.319 0.152 3.878
C 5.218 1.171 3.871
O 5.332 2.135 4.825
C 3.951 1.071 2.822
P 2.245 0.839 3.645
C 2.838 -0.548 4.814
O 3.633 -1.610 4.180
C 2.921 -2.271 3.077
O 1.518 -2.617 3.353
C 0.794 -3.007 2.133
C 0.506 -1.787 1.077
O -0.860 -1.239 1.115
C 1.530 2.149 2.392
C 1.701 3.692 2.921
O 1.172 4.123 4.070
Cl 2.717 4.879 1.867
H 7.332 -1.982 1.234
H 5.723 -2.148 2.310
H 5.726 -1.102 0.708
H 4.126 0.279 1.947
H 3.915 2.125 2.261
H 1.950 1.711 4.791
H 1.184 -0.032 3.209
H 1.910 -1.032 5.389
H 3.506 -0.078 5.683
H 3.095 -1.639 2.106
H 3.484 -3.307 2.897
H 1.281 -3.934 1.562
H -0.269 -3.409 2.496
H 0.736 -2.221 -0.009
H 1.245 -0.860 1.194
H -1.130 -1.161 0.133
H 1.953 1.963 1.300
H 0.363 1.911 2.312
C -4.930 -1.790 1.075
Cl -5.496 -0.820 2.457
Cl -4.194 -0.718 -0.143
Cl -3.719 -2.972 1.635
Cl -6.310 -2.653 0.350
C -7.110 -6.520 0.845
Cl -5.828 -5.407 1.383
Cl -7.065 -6.663 -0.931
Cl -6.849 -8.124 1.576
Cl -8.697 -5.888 1.350
C 10.903 -1.088 2.255
Cl 9.919 -2.480 1.735
Cl 10.801 0.202 1.031
Cl 10.292 -0.478 3.814
Cl 12.601 -1.598 2.441
C -9.497 -0.240 4.303
Cl -9.716 1.493 4.653
Cl -7.866 -0.511 3.637
Cl -9.687 -1.178 5.807
Cl -10.718 -0.766 3.117
C 1.682 6.918 -1.333
Cl 1.001 8.340 -2.162
Cl 2.152 5.695 -2.541
Cl 3.116 7.407 -0.396
Cl 0.461 6.228 -0.234
C -3.718 -8.402 -2.296
Cl -2.465 -7.673 -3.333
Cl -5.166 -8.754 -3.272
Cl -3.096 -9.914 -1.588
Cl -4.143 -7.266 -0.991
C 0.782 11.152 -5.574
Cl 1.023 9.400 -5.359
Cl -0.798 11.622 -4.898
Cl 2.077 12.037 -4.727
Cl 0.828 11.550 -7.310
C -7.918 -10.515 -5.495
Cl -9.408 -11.017 -6.332
Cl -8.270 -9.124 -4.438
Cl -7.304 -11.868 -4.511
Cl -6.689 -10.050 -6.698
C -1.018 -6.132 -6.878
Cl -0.762 -7.818 -7.393
Cl 0.056 -5.760 -5.505
Cl -0.651 -5.035 -8.233
Cl -2.714 -5.914 -6.380
C -2.518 -2.188 5.320
Cl -2.262 -3.874 4.805
Cl -1.444 -1.816 6.692
Cl -2.151 -1.091 3.965
Cl -4.214 -1.970 5.818
C 4.382 12.299 -9.849
Cl 3.089 12.052 -8.649
Cl 5.418 13.655 -9.336
Cl 5.364 10.817 -9.978
Cl 3.658 12.671 -11.434
C 6.182 4.988 -2.264
Cl 6.811 6.643 -2.463
Cl 5.060 4.940 -0.881
Cl 5.321 4.498 -3.745
Cl 7.537 3.869 -1.968
C -6.418 -6.143 5.403
Cl -5.359 -4.783 5.855
Cl -5.522 -7.268 4.350
Cl -6.946 -6.999 6.873
Cl -7.843 -5.523 4.533
C -6.718 -0.999 9.306
Cl -6.868 -2.615 10.042
Cl -7.906 0.103 10.045
Cl -5.073 -0.371 9.582
Cl -7.023 -1.114 7.554
C -13.618 -2.505 1.049
Cl -12.989 -0.849 0.850
Cl -14.740 -2.552 2.432
Cl -14.479 -2.994 -0.432
Cl -12.263 -3.623 1.345
C 7.260 7.182 -9.257
Cl 5.967 6.935 -8.057
Cl 8.296 8.538 -8.744
Cl 8.242 5.701 -9.386
Cl 6.536 7.555 -10.842
C 10.560 5.669 -6.126
Cl 9.879 7.092 -6.955
Cl 11.030 4.447 -7.335
Cl 11.994 6.159 -5.189
Cl 9.339 4.980 -5.028
*
```

These are the Löwdin partial charges, in e, on atoms 1 to 2:
1. C -0.022
2. C -0.274